# 1
{
  "formula": "F10H22N5Na2O31S10",
  "method": "wB97M-V/def2-TZVPD",
  "symbols": ["O", "H", "O", "O", "Na", "S", "O", "F", "F", "O", "H", "H", "F", "Na", "H", "F", "O", "O", "O", "H", "F", "H", "H", "H", "O", "H", "H", "O", "O", "F", "S", "S", "H", "N", "H", "O", "O", "N", "H", "H", "F", "N", "O", "S", "H", "O", "N", "S", "O", "H", "F", "O", "H", "O", "H", "O", "O", "H", "S", "H", "O", "O", "F", "O", "O", "S", "N", "H", "S", "O", "O", "O", "S", "F", "S", "O", "O", "O", "H", "O"],
  "xyz": [[7.011, -0.005, 3.631], [1.863, -1.965, 1.081], [2.800, 0.588, -0.357], [-1.135, -2.588, 1.938], [-0.188, 4.096, 0.416], [-6.386, -0.250, 4.225], [1.945, 3.586, 3.411], [2.706, 2.309, 1.222], [-4.332, 3.832, -6.983], [-4.204, -2.306, 3.479], [1.847, 0.223, -3.452], [2.964, 0.607, 4.585], [-4.338, -2.029, -0.396], [1.895, -2.557, -2.074], [-1.202, -1.670, 1.661], [-0.610, -5.062, 0.380], [-2.290, 1.048, -4.217], [1.691, 3.234, -2.177], [7.532, -1.623, 1.788], [-4.103, 1.611, -1.120], [-7.792, 0.341, 3.581], [0.995, -3.068, 0.472], [1.382, 2.542, -2.777], [3.641, 0.185, 3.289], [2.673, -2.239, 2.645], [-1.132, -1.473, -3.160], [3.610, -2.448, 2.702], [1.609, 0.256, 1.793], [-0.829, 2.302, 2.543], [9.106, -0.004, 2.589], [5.889, 0.433, 0.668], [-3.111, -2.760, -1.200], [-1.865, -3.037, 1.485], [-5.478, 0.031, 3.035], [4.611, -0.843, -2.206], [-4.476, 1.233, -0.315], [1.891, 1.019, -3.987], [0.492, 1.926, 0.057], [1.574, 0.745, -4.853], [-1.156, 1.512, 2.986], [-3.182, -0.376, 2.462], [-2.657, -3.651, -0.088], [-6.743, -1.628, 4.539], [-3.474, 3.267, -5.747], [-0.683, -2.513, -4.182], [5.773, -0.008, -0.717], [-4.550, 2.334, -5.171], [-0.177, 0.599, -0.434], [-1.014, -0.072, 0.577], [1.384, 2.963, -1.305], [5.482, 1.968, 0.415], [-2.266, -1.673, -1.620], [-0.665, 2.017, 1.642], [0.378, -0.096, -1.565], [-3.721, 0.886, 0.168], [-1.868, -5.633, -1.584], [-0.431, -3.671, -1.632], [1.813, 3.708, 2.464], [7.546, -0.267, 2.317], [3.578, -0.059, -3.008], [-0.461, -1.644, -3.839], [4.859, -0.004, 1.600], [-4.521, 0.608, -3.454], [-3.270, 4.494, -5.007], [-3.545, 2.511, -2.761], [-1.398, -4.454, -0.888], [7.408, 0.832, 1.274], [2.464, -1.832, 3.491], [-4.171, -0.854, 3.619], [-3.842, -3.393, -2.262], [3.846, -0.957, -2.785], [1.417, -2.230, 0.258], [1.866, 1.047, 0.619], [-1.388, 1.351, -1.184], [-3.501, 1.773, -3.968], [-2.330, 2.692, -6.426], [-3.452, -0.227, 4.693], [-6.120, 0.695, 5.322], [2.882, 3.753, 3.545], [3.637, 0.015, 4.237]],
  "forces_ev_per_a": [[-0.1, -0.4, -1.1], [0.0, -0.2, 0.1], [-1.3, 0.2, -0.1], [0.3, -0.5, 0.3], [-0.4, -0.2, 0.0], [-4.7, 1.8, 3.4], [-0.2, 0.6, 0.3], [-1.0, -0.1, -0.6], [-0.4, -0.2, -0.2], [-0.4, 2.4, 0.4], [-0.7, 0.0, 0.2], [-0.1, 0.0, -0.1], [1.6, -0.7, -0.3], [-0.6, 0.8, 0.5], [0.0, 0.1, -0.1], [-0.6, 0.9, -0.7], [-0.7, 0.8, -1.1], [0.0, 0.8, 0.2], [-0.5, 1.1, 0.5], [0.0, -0.1, -0.1], [1.0, -0.4, 0.4], [-0.4, 0.2, 0.4], [0.1, -0.2, -0.2], [0.2, 0.0, -0.2], [0.1, -0.5, 0.1], [-0.1, 0.0, 0.2], [0.1, 0.2, 0.0], [-0.3, 1.0, -1.4], [0.0, 0.8, -0.1], [0.3, -0.1, -0.1], [-2.3, 3.1, -2.0], [-5.8, 5.6, -3.5], [0.1, 0.4, 0.3], [2.8, -2.3, -0.1], [0.0, 0.1, 0.4], [0.0, 0.3, 0.2], [0.5, 0.0, -0.1], [3.9, -1.6, 1.3], [-0.3, 0.0, 0.0], [-0.2, 0.0, 0.1], [-0.3, -0.3, -0.9], [4.3, -3.7, 0.8], [0.5, 1.6, -0.1], [1.5, 4.5, -4.3], [-0.2, 0.0, 0.0], [1.2, -0.6, 1.8], [2.2, -1.9, 2.1], [-9.1, -2.7, -2.9], [2.9, 1.0, -1.3], [0.2, -0.4, -0.4], [0.2, -0.1, 0.4], [0.0, -0.4, 0.6], [-0.1, -0.6, 0.2], [0.9, 0.3, 1.6], [0.0, -0.2, 0.0], [0.4, 1.1, 0.9], [-0.2, -0.4, 1.2], [0.2, -0.4, 0.3], [2.8, -3.1, 4.1], [0.2, 0.2, 0.0], [0.8, -0.1, -0.3], [2.0, -0.1, -0.9], [0.4, 0.1, -1.3], [0.4, -0.8, 0.0], [0.5, 2.3, 0.4], [-0.3, -2.4, 0.2], [-3.5, 0.1, -2.7], [0.0, 0.3, 0.0], [3.1, -0.4, -2.7], [0.7, -0.5, 0.0], [-0.2, -0.5, -0.2], [0.5, -0.3, -0.9], [3.8, 1.4, 2.8], [0.6, 0.6, 0.1], [-2.9, -4.9, 3.4], [-0.9, 0.3, 0.7], [-1.1, -0.7, 0.8], [-0.9, -1.8, -1.0], [0.1, -0.1, -0.1], [-0.2, 0.0, 0.4]],
  "gap_ha": 0.2416,
  "multiplicity": 1,
  "e_lumo_ev": 3.37,
  "total_charge": -3,
  "fmax_ev_per_a": 9.9
}

---

# 2
{
  "formula": "C4H5Li2O2",
  "method": "wB97M-V/def2-TZVPD",
  "symbols": ["Li", "C", "Li", "O", "H", "C", "H", "H", "C", "H", "C", "H", "O"],
  "xyz": [[4.234, -3.180, -3.371], [1.207, 0.005, 0.894], [3.743, 0.473, -0.565], [2.984, -2.270, -2.610], [-0.369, -0.203, -0.422], [1.327, -1.040, -1.428], [0.248, -1.713, 0.407], [1.089, -0.423, -2.298], [0.534, -0.793, -0.175], [2.464, -2.643, -0.662], [2.272, -2.008, -1.554], [0.631, 0.128, 1.836], [2.274, 0.590, 0.761]],
  "forces_ev_per_a": [[-0.2, 0.4, 0.2], [0.4, 1.1, -0.4], [-0.4, -0.3, 0.0], [-0.2, -0.1, 0.5], [0.0, -0.5, 0.3], [0.1, 0.3, -0.2], [-0.2, 0.5, -0.8], [0.1, -0.2, 0.3], [0.2, -0.6, 0.4], [-0.1, 0.1, -0.2], [0.2, -0.1, -0.2], [0.3, -0.1, -0.1], [-0.3, -0.5, 0.3]],
  "s2": 0.750,
  "gap_ha": [0.1048, 0.3081],
  "multiplicity": 2,
  "e_lumo_ev": [-0.41, 0.54],
  "de_lowest_kcal_mol": 0.0,
  "fmax_ev_per_a": 1.3
}

---

# 3
{
  "formula": "C40H91FN5O28P6",
  "method": "wB97M-V/def2-TZVPD",
  "symbols": ["H", "H", "H", "H", "O", "C", "H", "O", "P", "C", "O", "H", "H", "C", "C", "H", "O", "O", "H", "H", "H", "C", "H", "H", "H", "H", "H", "C", "C", "C", "N", "H", "C", "H", "H", "H", "H", "H", "C", "C", "H", "H", "H", "H", "H", "N", "O", "H", "H", "H", "O", "C", "H", "O", "H", "H", "O", "H", "H", "H", "H", "H", "O", "H", "H", "H", "C", "O", "N", "H", "H", "H", "F", "C", "H", "O", "O", "H", "O", "H", "H", "O", "H", "H", "H", "P", "P", "P", "H", "C", "C", "H", "O", "C", "H", "O", "H", "H", "H", "H", "H", "O", "H", "H", "C", "C", "H", "O", "H", "H", "H", "H", "C", "P", "N", "H", "H", "O", "H", "H", "C", "C", "C", "H", "C", "H", "C", "C", "H", "H", "H", "C", "P", "C", "O", "C", "C", "H", "H", "O", "C", "H", "H", "C", "H", "N", "H", "H", "C", "O", "O", "H", "H", "C", "H", "C", "O", "H", "O", "H", "H", "H", "C", "H", "O", "C", "O", "H", "C", "C", "C"],
  "xyz": [[-2.294, 1.600, 5.243], [-8.163, 3.139, 4.512], [-7.218, 2.894, 5.987], [-9.262, -4.818, -6.782], [-5.505, 0.463, -1.888], [8.500, 1.994, 1.658], [-1.141, -1.187, -3.295], [2.847, 4.713, 2.710], [-13.333, -10.645, -6.044], [4.503, -4.443, -1.324], [-13.333, -12.008, -6.965], [5.253, 4.314, -3.845], [-6.594, -5.606, -2.441], [3.195, -4.643, -0.507], [-11.806, -9.870, -8.099], [0.852, 2.526, 0.056], [-7.475, -5.111, -4.670], [1.641, -0.075, -0.896], [-1.525, -0.031, -2.009], [8.363, 0.319, -1.334], [3.016, 0.342, -4.626], [2.959, 2.694, -3.316], [-10.805, -4.742, -5.887], [-7.185, -3.774, -6.218], [9.900, 2.170, 0.033], [7.683, 1.911, -0.276], [1.095, -0.642, -4.055], [-7.377, 2.543, 4.966], [5.043, -2.323, -2.562], [7.361, 1.649, 0.736], [4.185, 1.904, -3.089], [7.346, -0.828, -2.231], [6.890, 3.653, -2.662], [0.942, 1.858, 1.691], [-7.694, 1.500, 4.979], [5.185, -3.902, -0.661], [11.794, 2.775, 1.471], [-7.893, -3.055, -4.752], [8.304, 2.102, 3.035], [-3.274, 0.864, -0.133], [4.818, 4.621, 4.245], [-5.211, 1.402, 7.173], [-10.915, -9.071, -3.924], [6.584, 3.657, -4.793], [1.355, 4.130, 4.074], [2.408, 3.206, -2.073], [-6.181, 2.713, 4.176], [-3.465, 1.577, -0.937], [9.223, 2.568, 4.888], [2.190, 2.172, -3.897], [-14.746, -10.527, -5.634], [-2.725, 0.675, 5.619], [7.113, 7.207, 7.392], [-12.621, -9.636, -4.939], [4.959, 3.425, 5.547], [8.218, -1.416, -0.835], [4.776, 3.122, 2.032], [4.150, 8.235, 11.166], [5.192, -1.943, -3.573], [-14.762, -11.158, -8.239], [7.246, 6.919, 9.149], [4.788, 1.061, -0.171], [3.562, 2.935, 4.125], [11.473, 2.944, 3.926], [2.730, 2.654, -1.288], [-7.341, 0.789, -1.067], [1.157, 2.733, 1.079], [-8.801, -6.711, -3.095], [4.222, -1.423, -1.746], [-10.492, -6.073, -7.008], [4.798, 2.192, -5.068], [5.261, 3.552, 0.018], [0.351, 1.008, -2.260], [7.707, -0.543, -1.237], [-5.989, 1.478, -0.153], [-5.278, -1.965, -1.913], [-3.804, -0.436, -0.433], [6.516, 2.299, 0.950], [-4.058, 0.475, 5.158], [-11.101, -9.051, -7.952], [-3.738, 1.232, 0.781], [5.089, 3.861, -0.891], [2.049, 6.523, 9.481], [-6.183, -3.515, -4.780], [-10.843, -10.699, -4.616], [-4.860, 1.755, 4.496], [3.375, 3.173, 2.528], [4.401, 6.566, 8.183], [-6.375, -3.840, -2.437], [-6.324, 0.611, -0.724], [-11.184, -9.678, -4.785], [-7.064, -4.646, -1.024], [3.150, 7.661, 8.111], [1.809, -0.625, -3.235], [-2.198, 0.785, 0.033], [-4.062, 2.028, 3.279], [4.949, -5.417, -1.518], [7.303, 1.921, 3.406], [4.182, -1.691, -0.772], [-5.502, 3.130, 7.477], [1.970, 5.783, 4.237], [5.853, 5.713, 8.154], [1.144, 7.641, 8.441], [5.961, 1.301, -4.082], [-14.070, -11.994, -8.185], [4.888, 7.967, 10.411], [5.910, 1.464, -1.421], [-9.461, -6.214, -5.235], [4.944, 8.771, 9.676], [-2.283, 0.131, -3.613], [-2.132, -0.168, 5.271], [3.234, 3.573, -3.899], [-10.035, -5.406, -6.280], [-4.419, -0.762, -1.917], [3.120, -0.156, -3.754], [6.003, -2.570, -2.104], [-12.097, -9.891, -9.150], [-4.436, 2.741, 5.750], [-11.317, -10.814, -7.853], [3.555, 4.494, 5.492], [6.231, 4.352, -1.467], [5.264, 2.142, -4.071], [2.059, 7.504, 9.015], [3.179, -3.974, 0.358], [10.826, 2.577, 1.915], [-6.305, -0.274, -0.094], [-7.014, -4.658, -2.111], [10.642, 2.685, 3.283], [0.896, 5.377, 2.891], [-13.377, -11.953, -9.028], [0.591, 3.590, 1.445], [7.092, 6.449, 8.176], [-8.884, -5.419, -3.848], [1.308, 0.101, -2.006], [6.695, 5.367, -1.052], [4.274, -3.659, -2.661], [5.412, 0.622, -0.960], [7.733, 4.295, -2.910], [2.300, -4.459, -1.100], [-8.343, -4.457, -2.602], [9.383, 2.458, 3.821], [2.107, 8.276, 9.784], [3.204, -3.484, -2.754], [4.265, 3.937, 4.885], [7.335, 2.700, -2.356], [4.509, -0.060, -1.893], [-3.887, 2.448, 7.714], [-2.714, 0.682, 6.710], [9.751, 2.226, 1.107], [-2.987, -1.447, -2.432], [3.595, 5.376, 7.768], [1.936, -1.669, -2.939], [4.672, -4.282, -3.459], [-4.785, 2.403, 7.097], [-14.627, -12.927, -8.238], [-1.929, -0.574, -2.858], [6.922, 0.299, 0.894], [3.151, -5.647, -0.087], [-12.971, -9.643, -7.305], [5.857, 7.857, 10.899], [-10.695, -9.263, -5.668], [7.902, 5.746, 7.998], [-7.179, -3.790, -5.127], [6.127, -1.259, -0.051], [4.510, 6.719, 9.820], [3.927, 0.542, -2.884], [2.576, 3.026, 1.070], [2.705, 4.156, -1.912], [6.493, -0.265, -0.319], [5.973, 3.495, -3.905], [1.702, 5.005, 3.523]],
  "forces_ev_per_a": [[-0.1, 0.0, -0.1], [0.1, 0.0, -0.1], [0.0, 0.0, 0.0], [0.0, 0.0, 0.0], [1.8, 0.5, -2.7], [-0.2, -0.3, -0.3], [-0.1, -0.1, 0.0], [-0.4, -0.5, -0.1], [-4.5, 3.8, -2.6], [-1.1, 0.0, 0.2], [2.2, -0.5, 2.3], [-0.1, -0.1, -0.4], [-0.2, -0.1, 0.0], [0.5, -0.1, 0.2], [-0.2, 0.1, 0.0], [0.1, 0.0, 0.0], [-0.5, 0.7, -0.8], [0.6, -0.2, 0.7], [-0.1, 0.0, 0.0], [0.1, -0.1, 0.1], [-0.1, 0.2, 0.1], [0.1, 1.2, 0.6], [-0.1, 0.0, -0.1], [0.0, 0.0, 0.0], [-0.1, -0.1, 0.0], [0.1, -0.5, -0.1], [0.0, 0.4, 0.1], [-0.1, 0.2, 0.1], [-0.5, -1.3, -0.4], [0.1, 0.8, 0.5], [0.1, -1.0, -0.4], [0.2, 0.1, 0.0], [-0.5, -0.1, 0.0], [0.0, 0.0, -0.1], [-0.1, 0.0, 0.0], [0.2, -0.1, -0.2], [0.0, 0.0, 0.0], [0.1, 0.1, 0.0], [0.2, 0.0, -0.8], [-0.1, -0.1, 0.2], [0.0, -0.1, -0.1], [0.0, 0.0, 0.1], [-0.1, 0.0, 0.0], [-0.1, 0.0, -0.1], [0.0, 0.0, 0.1], [-0.4, -0.4, -0.4], [-1.1, -3.3, 0.4], [0.0, 0.0, 0.0], [0.1, 0.0, 0.0], [0.2, -0.3, 0.1], [0.5, -0.3, 0.3], [0.4, 0.1, 0.3], [0.1, 0.0, 0.0], [1.5, -3.0, 0.0], [-0.1, -0.2, -0.1], [0.3, 0.2, 0.0], [-0.3, -0.7, -0.6], [0.0, 0.0, 0.0], [0.0, 0.5, 0.2], [0.0, 0.0, 0.1], [0.0, 0.0, 0.0], [0.1, -0.2, 0.1], [-1.9, -2.7, -1.2], [0.0, 0.0, 0.0], [0.0, 0.2, 0.1], [0.1, 0.0, -0.2], [-0.3, 0.1, -0.1], [-1.1, 0.3, 0.2], [0.0, 0.1, -0.6], [0.0, -0.1, 0.1], [0.1, -0.3, 0.0], [-0.3, 0.5, 0.4], [0.2, 0.1, -0.5], [-1.0, -0.2, -0.2], [0.1, -0.1, 0.0], [0.4, 0.4, -0.7], [0.2, 0.4, -0.5], [-0.1, 0.0, 0.3], [-3.1, -1.2, -0.6], [0.0, 0.0, 0.0], [0.0, 0.0, 0.1], [0.3, -1.1, -0.9], [0.1, 0.0, -0.1], [0.0, 0.0, 0.0], [0.1, 0.0, 0.1], [5.1, 4.7, 0.1], [3.5, 5.8, -0.5], [-4.3, -5.4, 4.5], [0.0, 0.0, 0.1], [-0.2, 0.2, 0.5], [0.1, 0.2, 0.0], [-0.3, 0.1, 0.0], [2.3, 1.7, -2.1], [0.4, -1.4, -0.3], [0.0, 0.0, 0.0], [-0.6, -0.5, -0.2], [0.1, 0.1, -0.1], [0.1, 0.1, 0.3], [0.0, 0.3, 0.1], [0.0, 0.0, 0.0], [0.0, 0.0, 0.0], [0.8, 3.0, -2.0], [0.1, 0.0, -0.2], [0.1, 0.1, 0.2], [-0.1, 0.1, -0.4], [-0.1, -0.1, 0.1], [-0.3, 0.0, -0.4], [-2.5, 2.7, 0.1], [-0.1, 0.0, 0.0], [0.2, 0.0, 0.0], [-0.2, 0.0, -0.1], [0.1, -0.2, -0.3], [0.2, -0.1, -0.2], [-1.7, -3.4, 5.4], [-0.8, 0.5, 0.7], [0.1, 0.4, -0.1], [0.0, 0.0, 0.0], [-0.4, -0.3, 0.2], [0.0, 0.0, -0.1], [0.0, -0.1, 0.0], [0.1, 0.3, 0.4], [-0.2, 1.0, -0.6], [-0.1, 0.1, 0.5], [-0.2, 0.1, -0.1], [0.0, 0.0, -0.1], [0.1, -0.1, -0.1], [0.7, 0.1, -0.2], [0.0, 0.0, -0.1], [0.0, 0.0, 0.0], [0.0, 0.0, 0.0], [0.1, 0.0, 0.0], [0.1, -0.1, 0.2], [6.8, -5.4, 1.2], [-0.6, 0.3, -0.4], [0.5, 0.5, 0.1], [1.0, -0.2, 1.5], [0.0, 0.4, 1.1], [-0.1, 0.0, 0.0], [0.0, -0.1, 0.0], [-3.3, 1.7, -0.4], [-0.3, 0.0, 0.7], [0.0, 0.0, 0.0], [0.1, 0.0, -0.5], [0.1, 0.7, 0.4], [-0.2, 0.0, 0.0], [0.3, -0.6, 0.0], [0.0, 0.0, 0.0], [0.0, 0.0, 0.0], [0.3, 0.2, 0.1], [-0.8, 2.4, -2.1], [0.4, 0.3, -0.8], [-0.1, 0.1, 0.2], [-0.2, 0.3, -0.3], [0.1, 0.2, -0.1], [0.1, 0.0, 0.2], [-0.1, -0.1, 0.2], [0.1, 0.2, -0.3], [-0.1, 0.0, -0.1], [0.5, -0.4, 0.2], [0.0, 0.0, 0.0], [0.0, 0.0, 0.0], [-0.1, -0.1, 0.0], [0.2, -0.1, 0.1], [-0.4, 0.2, 0.1], [0.7, 0.6, -0.3], [0.5, 0.8, -0.5], [-0.9, -2.6, 2.0], [0.2, -0.1, 0.2], [0.7, -0.6, -0.4], [0.4, -0.3, 0.9], [0.1, 0.2, 0.0]],
  "gap_ha": 0.2505,
  "multiplicity": 1,
  "e_lumo_ev": -3.59,
  "total_charge": 1,
  "fmax_ev_per_a": 8.8
}

---

# 4
{
  "formula": "C5H7NOS",
  "method": "wB97M-V/def2-TZVPD",
  "symbols": ["C", "C", "N", "C", "C", "H", "H", "C", "S", "H", "H", "H", "H", "O", "H"],
  "xyz": [[1.770, 1.239, 3.139], [0.878, 2.195, 0.817], [0.286, -1.397, 0.429], [0.241, -0.209, 0.608], [-0.337, -2.361, -0.441], [0.356, -3.193, -0.552], [-1.249, -2.720, 0.036], [-0.174, 1.155, 0.395], [0.862, 2.583, 2.635], [0.674, 3.148, 0.331], [-0.576, -1.936, -1.419], [1.885, 1.858, 0.562], [-1.095, 1.332, 0.959], [2.199, 0.872, 4.181], [-0.379, 1.306, -0.673]],
  "forces_ev_per_a": [[0.9, -1.4, 0.7], [0.0, 0.1, 0.6], [0.2, -0.3, 0.2], [0.9, -0.1, 1.3], [-0.2, -0.1, -0.3], [-0.2, 0.0, -0.1], [0.0, -0.1, -0.1], [-0.4, 0.6, -0.5], [-0.5, 0.6, -1.0], [0.0, 0.0, 0.0], [-0.1, -0.1, -0.1], [-0.1, 0.1, 0.1], [0.0, 0.0, -0.2], [-0.5, 0.4, -0.6], [-0.2, 0.2, -0.1]],
  "gap_ha": [0.2290, 0.3000],
  "multiplicity": 1,
  "e_lumo_ev": [-0.03, 0.62],
  "de_lowest_kcal_mol": 104.5,
  "fmax_ev_per_a": 1.8
}